Entry 1:
107
Properties=species:S:1:pos:R:3 method="wB97M-V/def2-TZVPD" total_charge=-2 orbital_gap_ev="4.876 / 4.880" spin_multiplicity=3
Pr -0.0713 0.0901 0.1181
F -0.9063 -5.9389 -3.9488
C -0.8609 -5.2335 -2.7886
C -0.6806 -3.8497 -2.7927
F -0.5820 -3.2094 -3.9777
C -0.6507 -3.1581 -1.6047
F -0.4989 -1.7905 -1.6264
C -0.7924 -3.7667 -0.3302
S -0.7126 -2.8666 1.0915
C -0.9868 -5.1773 -0.3857
F -1.1684 -5.8652 0.7610
C -1.0083 -5.8852 -1.5639
F -1.1846 -7.2296 -1.5535
C -6.3666 -2.9445 -3.5245
C -4.8325 -2.9494 -3.6272
C -4.2945 -3.7056 -2.4088
C -4.4150 -3.6950 -4.8995
C -4.3099 -1.5183 -3.6893
C -4.9262 -0.6184 -4.5654
C -4.5571 0.7100 -4.6171
C -3.5408 1.1440 -3.7921
S -2.8973 2.7406 -3.6460
C -1.7785 2.1211 -2.3757
N -1.8983 0.8525 -2.1542
C -2.8624 0.2647 -2.9195
C -3.2605 -1.0746 -2.9005
C -0.9159 3.0597 -1.7094
C -0.9160 4.3916 -2.1533
C -0.1265 5.3391 -1.5481
C 0.6593 4.9551 -0.4687
C 0.6352 3.6449 -0.0249
C -0.1434 2.6129 -0.5987
H -6.7198 -3.9663 -3.3909
H -6.8474 -2.5376 -4.4121
H -6.6747 -2.3537 -2.6648
H -4.7661 -4.6856 -2.3418
H -4.5054 -3.1558 -1.4943
H -3.2233 -3.8614 -2.4891
H -4.7904 -4.7174 -4.8841
H -3.3323 -3.7336 -4.9760
H -4.8047 -3.1923 -5.7822
H -5.7202 -0.9496 -5.2183
H -5.0612 1.4070 -5.2707
H -2.7370 -1.7411 -2.2413
H -1.5510 4.6754 -2.9841
H -0.1302 6.3669 -1.8929
H 1.2870 5.6906 0.0244
H 1.2378 3.4049 0.8459
C 4.8521 -2.3556 -1.0078
Si 2.9262 -2.4667 -0.6995
C 2.6074 -4.3194 -0.2467
C 2.3628 -2.2926 -2.5283
N 2.3054 -1.2701 0.3558
C 2.6960 -1.2261 1.6907
C 3.6501 -2.1119 2.1981
C 4.1033 -2.1076 3.5057
C 3.6099 -1.1562 4.3754
C 2.6621 -0.2634 3.9133
C 2.1458 -0.2614 2.6098
N 1.1833 0.6449 2.2194
Si 0.3138 1.5921 3.3496
C 1.3526 3.0071 4.2043
C -1.1301 2.6245 2.6395
C -0.5476 0.5938 4.7613
H 5.1431 -2.9594 -1.8646
H 5.4532 -2.6755 -0.1622
H 5.1202 -1.3238 -1.2247
H 2.5279 -4.9566 -1.1254
H 1.6885 -4.4209 0.3217
H 3.4101 -4.7093 0.3726
H 3.1831 -1.9157 -3.1336
H 1.5470 -1.5932 -2.6483
H 2.0606 -3.2446 -2.9537
H 4.0491 -2.8575 1.5319
H 4.8377 -2.8357 3.8334
H 3.9528 -1.1052 5.4045
H 2.2835 0.4791 4.5959
H 1.6471 3.7448 3.4631
H 2.2592 2.6643 4.6928
H 0.7575 3.5248 4.9516
H -1.0478 2.7622 1.5675
H -1.1869 3.6019 3.1114
H -2.0663 2.1130 2.8150
H 0.1521 0.0363 5.3774
H -1.2129 -0.1238 4.2880
H -1.1455 1.2296 5.4117
C 3.5467 1.5188 -2.8062
S 2.9112 0.4099 -1.4146
C 3.3322 1.6208 -0.1137
O 1.4553 0.5232 -1.6439
H 2.9961 2.4524 -2.8076
H 3.3664 0.9904 -3.7372
H 4.6101 1.6854 -2.6759
H 4.3931 1.5307 0.0948
H 2.7440 1.3508 0.7630
H 3.0815 2.6184 -0.4510
C -4.0926 -1.0965 0.6034
C -3.3568 0.1081 1.2348
C -3.8834 1.4376 0.6026
O -2.0151 -0.0304 1.1050
H -5.1776 -1.0308 0.7220
H -3.7247 -2.0076 1.0742
H -3.8433 -1.1281 -0.4554
H -3.6542 0.1227 2.3169
H -3.0699 1.8718 0.0214
H -4.1665 2.1584 1.3667
H -4.7445 1.2698 -0.0444

Entry 2:
100
Properties=species:S:1:pos:R:3 method="wB97M-V/def2-TZVPD" total_charge=+1 orbital_gap_ev=8.670 spin_multiplicity=1
C 0.8834 5.7410 1.8596
C 1.7146 4.8944 0.7560
C 1.0923 5.2705 -0.6694
C 1.4894 3.3386 1.1555
C 1.9067 2.3325 -0.0373
N 0.7060 1.8674 -0.8115
C -0.0639 0.9173 0.0562
C 0.8250 -0.2736 0.6660
N 2.2718 -0.2297 0.3167
C 2.8679 1.1309 0.4198
C 4.2332 1.2171 -0.4536
C 3.9820 1.0493 -2.0231
O 4.3825 1.8973 -2.8519
H -0.2160 5.6289 1.5755
H 1.1434 6.8448 1.6887
H 1.0926 5.4106 2.9274
H 2.8102 5.2023 0.8646
H 1.7647 4.8520 -1.5103
H -0.0058 4.9196 -0.8036
H 1.1713 6.4128 -0.7721
H 2.1588 3.1607 2.0632
H 0.3940 3.2565 1.4560
H 2.5261 2.9769 -0.7658
H 0.1804 2.6981 -1.1249
H 1.0393 1.3215 -1.6318
H -0.8848 0.4598 -0.6108
H -0.6177 1.4148 0.9220
H 0.6877 -0.4141 1.8004
H 0.4129 -1.2422 0.2014
H 2.4802 -0.6919 -0.5751
H 3.2117 1.2700 1.5093
H 4.6737 2.2602 -0.3026
H 4.9323 0.4036 -0.0759
H 3.4384 0.0826 -2.3520
N -1.2168 -2.9300 -0.6888
C -0.2799 -3.7433 -1.2041
C -0.4953 -5.0795 -1.4957
C -1.7502 -5.6134 -1.2380
C -2.7359 -4.7968 -0.7043
C -2.4225 -3.4721 -0.4509
H 0.6859 -3.2810 -1.3847
H 0.2971 -5.6879 -1.9130
H -1.9578 -6.6561 -1.4515
H -3.7251 -5.1810 -0.4909
H -3.1605 -2.7930 -0.0370
N -5.2537 -6.7589 -2.2164
C -5.1712 -7.9945 -1.6980
C -5.0846 -9.1474 -2.4615
C -5.0869 -9.0212 -3.8427
C -5.1730 -7.7561 -4.4054
C -5.2520 -6.6651 -3.5552
H -5.1764 -8.0419 -0.6137
H -5.0177 -10.1189 -1.9882
H -5.0220 -9.9000 -4.4747
H -5.1780 -7.6205 -5.4795
H -5.3174 -5.6553 -3.9475
N -2.0490 5.8415 -1.5260
C -2.0077 5.7230 -2.8630
C -2.6963 6.5517 -3.7330
C -3.4788 7.5624 -3.1949
C -3.5416 7.7072 -1.8169
C -2.8124 6.8292 -1.0321
H -1.3848 4.9161 -3.2367
H -2.6231 6.4104 -4.8039
H -4.0341 8.2310 -3.8430
H -4.1425 8.4846 -1.3627
H -2.8264 6.9047 0.0505
N 7.4285 -0.4570 -1.1413
C 8.2949 -1.1580 -0.3930
C 8.9468 -2.2986 -0.8337
C 8.6876 -2.7467 -2.1210
C 7.7940 -2.0416 -2.9143
C 7.1978 -0.9113 -2.3807
H 8.4619 -0.7701 0.6065
H 9.6388 -2.8232 -0.1872
H 9.1768 -3.6361 -2.5020
H 7.5668 -2.3624 -3.9231
H 6.4949 -0.3234 -2.9630
N -2.1482 -4.9160 2.8423
C -0.9385 -4.4401 2.5092
C 0.1078 -4.2968 3.4065
C -0.1061 -4.6622 4.7276
C -1.3481 -5.1555 5.0994
C -2.3281 -5.2638 4.1257
H -0.8214 -4.1655 1.4670
H 1.0651 -3.9090 3.0808
H 0.6874 -4.5639 5.4603
H -1.5503 -5.4499 6.1214
H -3.3143 -5.6473 4.3666
N -1.6161 4.2307 3.3228
C -1.5840 4.7197 4.5724
C -2.7145 4.9570 5.3370
C -3.9539 4.6778 4.7802
C -4.0166 4.1735 3.4894
C -2.8281 3.9677 2.8086
H -0.5926 4.9253 4.9629
H -2.6282 5.3505 6.3418
H -4.8620 4.8514 5.3466
H -4.9668 3.9449 3.0234
H -2.8255 3.5715 1.7976

Entry 3:
110
Properties=species:S:1:pos:R:3 method="wB97M-V/def2-TZVPD" orbital_gap_ev="5.071 / 5.115" spin_multiplicity=3 de_lowest_ev=0.000
W 0.5882 -0.5589 -0.2843
O -4.5976 -1.3227 0.5563
C -4.4799 -1.9671 -0.6397
C -5.5226 -2.7089 -1.1803
C -5.3665 -3.3178 -2.4140
C -4.1775 -3.1914 -3.1144
C -3.1351 -2.4596 -2.5722
C -3.2767 -1.8462 -1.3427
C -2.1420 -1.0805 -0.7056
O -0.8680 -1.4679 -1.0991
N -2.2327 0.3373 -1.0444
N -1.0579 0.9827 -0.5262
C -1.1645 2.3246 -0.6492
C -0.2619 3.2922 -0.2562
Br 1.4380 2.5924 0.4032
C -0.5862 4.6387 -0.1472
C 0.2317 5.7727 0.1373
C 1.5938 5.8582 -0.1953
C 2.3192 6.9984 0.0833
C 1.7221 8.0903 0.6971
C 0.3723 8.0326 1.0175
C -0.3602 6.9006 0.7383
H -5.4094 -1.6012 1.0005
H -6.4522 -2.8106 -0.6315
H -6.1846 -3.8840 -2.8342
H -4.0504 -3.6564 -4.0800
H -2.1837 -2.3520 -3.0712
H -2.2572 -1.2168 0.3983
H -3.0782 0.7485 -0.6431
H -2.0991 2.6939 -1.0653
H -1.6451 4.8492 -0.2476
H 2.0695 5.0375 -0.7077
H 3.3628 7.0435 -0.1962
H 2.2926 8.9797 0.9185
H -0.1112 8.8831 1.4758
H -1.4054 6.8511 1.0093
C -2.1535 2.6850 2.5905
C -0.9765 2.1508 3.4056
C -0.0218 3.2986 3.7112
P -0.2496 0.6917 2.4445
C 1.0295 -0.0207 3.6577
C 2.3377 0.7714 3.6916
C 0.5041 -0.2302 5.0747
C -1.5868 -0.5120 2.8403
C -2.7605 -0.3868 3.5648
C -3.5806 -1.4899 3.7482
C -3.2339 -2.7117 3.1951
C -2.0895 -2.8537 2.4335
C -1.2601 -1.7448 2.2303
N -0.1529 -1.6678 1.4016
C 0.6576 -2.7802 1.1212
C 0.8138 -3.8945 1.9441
C 1.6815 -4.8980 1.5429
C 2.3538 -4.7902 0.3389
C 2.2099 -3.6456 -0.4393
C 1.3885 -2.5785 -0.0811
P 1.0420 -1.7597 -3.0863
C 0.1047 -0.8956 -4.4930
C 0.9268 -0.5678 -5.7390
C -0.4983 0.3801 -3.9066
C 2.2010 -2.8541 -4.1114
C 1.7300 -4.3062 -4.0218
C 3.6820 -2.7073 -3.7667
H -2.8019 3.2967 3.2157
H -2.7479 1.8790 2.1633
H -1.7802 3.3022 1.7801
H -1.3472 1.7445 4.3526
H 0.5386 3.5930 2.8283
H 0.6761 3.0353 4.4990
H -0.5918 4.1620 4.0524
H 1.2626 -1.0029 3.2214
H 2.2196 1.7247 4.1978
H 2.7120 0.9656 2.6902
H 3.0921 0.1926 4.2257
H 0.3528 0.7186 5.5829
H 1.2313 -0.8034 5.6476
H -0.4326 -0.7815 5.0689
H -3.0572 0.5498 4.0107
H -4.4881 -1.3899 4.3251
H -3.8732 -3.5665 3.3530
H -1.8602 -3.7953 1.9588
H 0.2993 -3.9593 2.8940
H 1.8331 -5.7587 2.1792
H 3.0179 -5.5804 0.0158
H 2.7981 -3.5775 -1.3441
H -0.7136 -1.5742 -4.7768
H 1.9342 -0.2823 -5.4526
H 0.4793 0.2690 -6.2673
H 0.9730 -1.4044 -6.4316
H 0.2824 1.1274 -3.7611
H -0.9726 0.1729 -2.9420
H -1.2540 0.7961 -4.5715
H 2.0882 -2.5464 -5.1500
H 1.7604 -4.6868 -3.0041
H 2.3626 -4.9373 -4.6462
H 0.7032 -4.3761 -4.3776
H 3.9140 -3.0655 -2.7669
H 3.9809 -1.6647 -3.8300
H 4.2729 -3.2848 -4.4783
O 3.6635 1.7655 -1.6076
P 2.7890 0.5441 -2.0821
O 2.9394 0.3231 -3.5109
O 1.3513 0.6627 -1.5392
O 3.3546 -0.7254 -1.1953
P 3.4296 -0.7202 0.4245
O 4.4307 0.5322 0.6705
O 3.9666 -1.9305 1.0216
O 2.0660 -0.1426 0.8289
H 3.9450 1.8130 -0.6851
H 5.2170 0.2388 1.1330

Entry 4:
106
Properties=species:S:1:pos:R:3 method="wB97M-V/def2-TZVPD" total_charge=+2 orbital_gap_ev="5.349 / 3.778" spin_multiplicity=5 de_lowest_ev=0.846
Ir -2.3775 0.1650 1.7755
C -6.3791 2.1941 0.9133
C -5.1899 1.5460 1.5435
N -3.9753 1.7483 1.1768
N -3.7781 2.6940 0.2032
C -2.5761 2.8647 -0.2240
N -2.2840 3.8672 -1.0603
S -1.1585 1.7955 0.1453
C -5.3506 0.6791 2.7375
C -6.5743 0.4979 3.3642
C -6.6317 -0.2251 4.5485
C -5.4644 -0.7490 5.0749
C -4.2862 -0.5462 4.3769
N -4.2287 0.1457 3.2427
H -6.1178 2.6094 -0.0520
H -6.7486 3.0046 1.5475
H -7.1869 1.4723 0.7898
H -3.0487 4.4078 -1.4360
H -1.4247 3.8383 -1.5812
H -7.4721 0.9338 2.9486
H -7.5773 -0.3650 5.0562
H -5.4573 -1.3086 5.9996
H -3.3546 -0.9747 4.7290
N -1.6280 1.5177 3.6272
C -0.2207 1.9805 3.6744
C 0.7757 0.8338 3.7041
C 0.9534 0.1021 2.3838
N -0.1921 -0.7746 2.0609
H -2.2476 2.3227 3.5975
H -1.8548 1.0327 4.4906
H -0.0597 2.6190 4.5456
H -0.0436 2.5941 2.7885
H 0.5159 0.1241 4.5007
H 1.7482 1.2462 3.9826
H 1.8855 -0.4673 2.4043
H 1.0507 0.8336 1.5816
H -0.2608 -1.5262 2.7409
H -0.0467 -1.2378 1.1667
C -1.7397 -3.9456 -0.4806
N -3.1509 -3.7180 -0.1872
C -4.2062 -4.1462 -0.9763
C -5.3407 -3.7114 -0.3991
N -4.9561 -3.0190 0.7321
C -3.6175 -3.0254 0.8658
S -2.7170 -2.3707 2.1597
H -1.6375 -4.9044 -0.9816
H -1.1915 -3.9665 0.4559
H -1.3603 -3.1505 -1.1215
H -4.0477 -4.7220 -1.8713
H -6.3700 -3.8415 -0.6825
H -5.5629 -2.6091 1.4226
C 6.2670 1.1207 3.8107
C 5.3163 1.0241 2.6484
C 5.2854 -0.1006 1.8329
C 4.4266 -0.2036 0.7425
C 4.4620 -1.4648 -0.0831
C 3.5691 0.8757 0.4687
Te 2.2205 0.7640 -1.1497
N -1.1784 0.9526 -1.3159
C -1.9992 -0.0831 -1.3520
O -2.6526 -0.5869 -0.3808
C -2.1333 -0.7308 -2.6926
C -1.2020 -0.5022 -3.7008
C -1.3480 -1.1159 -4.9353
C -2.4361 -1.9449 -5.1780
C -3.3846 -2.1520 -4.1824
C -3.2306 -1.5500 -2.9427
C 3.5944 0.3601 -2.6880
C 3.4140 -0.7707 -3.4975
C 2.2778 -1.7517 -3.3386
C 4.3640 -1.0303 -4.4813
C 5.4653 -0.2112 -4.6758
C 6.4797 -0.5043 -5.7465
C 5.6047 0.9129 -3.8653
C 4.6904 1.2259 -2.8720
C 4.9090 2.4671 -2.0439
C 3.5612 2.0164 1.2886
C 2.6697 3.2111 1.0461
C 4.4405 2.0652 2.3631
H 6.8583 0.2135 3.9191
H 5.7284 1.2909 4.7443
H 6.9531 1.9584 3.6764
H 5.9492 -0.9299 2.0522
H 4.9424 -2.2691 0.4721
H 5.0210 -1.3165 -1.0093
H 3.4586 -1.7977 -0.3594
H -0.3745 0.1706 -3.5127
H -0.6202 -0.9374 -5.7165
H -2.5539 -2.4148 -6.1456
H -4.2515 -2.7701 -4.3821
H -3.9712 -1.6846 -2.1665
H 1.4193 -1.3393 -2.8093
H 2.6107 -2.6349 -2.7860
H 1.9293 -2.0922 -4.3140
H 4.2352 -1.9033 -5.1127
H 6.2849 -1.4588 -6.2320
H 7.4875 -0.5298 -5.3300
H 6.4654 0.2745 -6.5111
H 6.4501 1.5746 -4.0226
H 5.5874 3.1482 -2.5545
H 5.3449 2.2272 -1.0712
H 3.9735 3.0013 -1.8658
H 1.7487 2.9645 0.5180
H 3.1897 3.9643 0.4488
H 2.3991 3.6824 1.9929
H 4.4470 2.9497 2.9938